DFT (wB97M-V/def2-TZVPD) results for 2 unconnected molecules or ions with the total composition C6H14NOS2.

Last column: natural (NBO) charge in e.
Cartesian coordinates (Å):
C1 0.6599 -1.3140 0.7374  -0.29
C2 0.8074 -0.1942 -1.3658  -0.28
C3 2.1644 -1.0312 0.9596  -0.08
C4 2.3097 0.0468 -1.0853  -0.08
C5 -1.1343 2.1038 -0.4877  -0.79
C6 -2.8212 -1.0850 0.8644  -0.82
N1 0.1030 -0.2749 -0.1069  -0.40
O1 2.8197 -0.9683 -0.2722  -0.48
S1 -0.2783 1.1270 0.7577  0.64
S2 -2.2196 -1.1930 -0.8047  0.24
H1 0.5548 -2.2717 0.2246  0.25
H2 0.1382 -1.3440 1.6934  0.24
H3 0.4027 0.5958 -1.9947  0.24
H4 0.6867 -1.1503 -1.8791  0.25
H5 2.2708 -0.0869 1.5155  0.18
H6 2.6192 -1.8440 1.5279  0.23
H7 2.8702 0.0180 -2.0212  0.23
H8 2.4364 1.0311 -0.6091  0.18
H9 -1.8105 1.4399 -1.0275  0.27
H10 -0.4376 2.6005 -1.1560  0.25
H11 -1.7022 2.8548 0.0571  0.27
H12 -2.2853 -0.2716 1.3696  0.24
H13 -2.6594 -2.0235 1.3907  0.24
H14 -3.8814 -0.8423 0.8432  0.27

Calculated values
total energy	-31647.817	eV
spin multiplicity	1
HOMO energy (spin up / spin down)	-13.309 / -12.997	eV
charge	+1
Kohn-Sham gap (spin up / spin down)	6.737 / 7.265	eV
molecular weight	180.32	g mol⁻¹

DFT (wB97M-V/def2-TZVPD) results for a single C6H14NP molecule.

Last column: natural (NBO) charge in e.
Cartesian coordinates (Å):
C1 -1.5305 2.0115 -0.1373  -0.86
P1 -1.9319 0.4101 0.7484  0.56
C2 -0.9774 -0.8049 0.0133  -0.08
C3 -1.7985 -2.0299 -0.3759  -0.64
N1 0.3594 -1.0798 -0.0820  -0.42
C4 1.2093 -0.0021 0.3344  -0.06
C5 2.3961 -0.5214 1.1761  -0.61
C6 1.6732 0.7784 -0.8791  -0.62
H1 -1.5146 1.8145 -1.1362  0.22
H2 -0.5877 2.3513 0.2947  0.23
H3 -2.3476 2.5142 0.2396  0.22
H4 -3.0709 -0.0440 -0.1256  -0.02
H5 -2.4617 -2.2403 0.3633  0.21
H6 -1.0764 -2.7916 -0.5227  0.24
H7 -2.3979 -1.8739 -1.3356  0.21
H8 0.5598 0.6089 1.1180  0.14
H9 2.8994 -1.2521 0.5295  0.21
H10 3.2304 0.2943 1.1950  0.21
H11 2.0725 -0.9148 2.1123  0.22
H12 1.8726 1.7653 -0.5618  0.21
H13 0.9148 0.7997 -1.7076  0.21
H14 2.5077 0.2065 -1.2605  0.22

Calculated values
structure (SMILES)	CP/C(C)=N\C(C)C
total energy	-17225.573	eV
spin multiplicity	1
HOMO energy	-8.859	eV
charge	0
Kohn-Sham gap	9.665	eV
molecular weight	131.16	g mol⁻¹

DFT (wB97M-V/def2-TZVPD) results for a molecular structure, C6H14NP.

Last column: natural (NBO) charge in e.
Cartesian coordinates (Å):
C1 -0.6002 -0.7420 0.4184  -0.51
C2 -1.9573 -1.3657 0.2230  -0.62
C3 2.6919 -0.0574 0.5299  -0.62
C4 0.5824 -1.1176 -0.5320  -0.42
C5 -1.8227 2.0255 -0.4902  -0.97
C6 1.7252 0.0220 -0.6128  -0.06
N1 1.1386 1.3869 -0.5502  -0.99
P1 -0.2969 1.1289 0.2115  1.43
H1 -1.8794 -2.3945 -0.1972  0.23
H2 -2.5587 -0.6573 -0.3796  0.21
H3 -2.4727 -1.5363 1.1757  0.22
H4 2.2085 -0.2972 1.5222  0.18
H5 3.4125 -0.8675 0.5294  0.20
H6 3.1965 0.8671 0.4926  0.23
H7 0.2710 -1.2419 -1.5985  0.21
H8 -0.0640 -0.9599 1.3138  0.23
H9 1.0184 -1.9856 -0.0868  0.21
H10 -2.6162 1.4381 0.0065  0.24
H11 -2.0479 1.8447 -1.5535  0.24
H12 -1.6026 3.1286 -0.5197  0.27
H13 2.2582 -0.0404 -1.5095  0.19
H14 -0.5847 1.4215 1.6072  -0.10

Calculated values
total energy	-17225.671	eV
spin multiplicity	1
HOMO energy	-8.014	eV
charge	0
Kohn-Sham gap	8.923	eV
molecular weight	131.16	g mol⁻¹

DFT (wB97M-V/def2-TZVPD) results for a molecular structure, C6H14NP.

Last column: natural (NBO) charge in e.
Cartesian coordinates (Å):
C1 -0.6410 0.3546 -0.8205  -0.60
C2 -1.9146 1.1342 -0.7542  -0.65
C3 2.7445 -0.1588 -0.5629  -0.62
C4 0.5397 1.1853 -0.3964  -0.48
C5 -1.5208 -1.2827 1.6840  -1.04
C6 1.6401 0.2265 0.2946  -0.11
N1 1.0092 -0.9549 0.8999  -0.55
P1 -0.4317 -1.1113 0.3419  1.24
H1 -1.9588 1.7464 -1.6209  0.21
H2 -1.9285 1.6635 0.2135  0.19
H3 -2.7803 0.5340 -0.7381  0.21
H4 2.3335 -1.0039 -0.9802  0.21
H5 3.1745 0.4747 -1.3923  0.25
H6 3.4214 -0.5903 0.1982  0.22
H7 0.1726 1.8100 0.4358  0.21
H8 -0.7839 -0.1805 -1.8824  0.17
H9 0.5361 1.6142 -1.3439  0.25
H10 -2.4650 -1.7642 1.2585  0.25
H11 -1.6466 -0.3603 2.0695  0.24
H12 -1.0122 -1.9096 2.4579  0.23
H13 2.0641 0.8067 1.0733  0.22
H14 -0.5523 -2.2338 -0.4352  -0.05

Calculated values
total energy	-17220.126	eV
spin multiplicity	3
HOMO energy (spin up / spin down)	-2.791 / -10.338	eV
charge	0
Kohn-Sham gap (spin up / spin down)	3.688 / 7.680	eV
molecular weight	131.16	g mol⁻¹
expectation value of S²	2.00

DFT (wB97M-V/def2-TZVPD) results for a single C6H14O molecule.

Last column: natural (NBO) charge in e.
Cartesian coordinates (Å):
C1 1.4266 1.7691 -0.5651  -0.60
C2 1.0939 0.3371 -0.1403  -0.23
C3 2.0286 -0.6757 -0.7944  -0.60
C4 -0.3605 -0.0721 -0.4420  -0.41
C5 -1.2397 -0.1188 0.7975  0.10
C6 -2.5763 -0.7768 0.4947  -0.63
O1 -0.5411 -0.8844 1.7759  -0.73
H1 2.4905 1.9795 -0.3998  0.21
H2 0.8565 2.5028 0.0175  0.20
H3 1.2139 1.9430 -1.6277  0.20
H4 1.2337 0.2816 0.9454  0.22
H5 3.0785 -0.4753 -0.5591  0.20
H6 1.8977 -0.6453 -1.8836  0.20
H7 1.7889 -1.6916 -0.4579  0.21
H8 -0.3769 -1.0743 -0.8927  0.20
H9 -0.8232 0.5993 -1.1789  0.21
H10 -1.3842 0.9138 1.1600  0.15
H11 -2.3830 -1.8283 0.2552  0.21
H12 -3.0838 -0.3137 -0.3585  0.21
H13 -3.2449 -0.7320 1.3619  0.20
H14 -1.1243 -1.0140 2.5338  0.47

Calculated values
structure (SMILES)	CC(C)C[C@@H](C)O
total energy	-8496.616	eV
spin multiplicity	1
HOMO energy	-10.216	eV
charge	0
Kohn-Sham gap	11.187	eV
molecular weight	102.18	g mol⁻¹

DFT (wB97M-V/def2-TZVPD) results for a single C6H14O molecule.

Last column: natural (NBO) charge in e.
Cartesian coordinates (Å):
C1 -1.5196 -0.8095 -1.0311  -0.61
C2 -1.1220 -0.3125 0.3599  -0.22
C3 -2.2602 0.4904 0.9918  -0.60
C4 0.1591 0.5308 0.3310  -0.40
C5 1.3628 -0.1503 -0.3096  0.10
C6 2.6301 0.6969 -0.1941  -0.64
O1 1.5249 -1.4087 0.3342  -0.73
H1 -2.4761 -1.3435 -0.9933  0.21
H2 -0.7730 -1.5001 -1.4368  0.21
H3 -1.6336 0.0276 -1.7337  0.20
H4 -0.9215 -1.1901 0.9872  0.21
H5 -3.1729 -0.1118 1.0683  0.21
H6 -2.4960 1.3765 0.3869  0.20
H7 -1.9960 0.8330 1.9993  0.21
H8 0.4261 0.8215 1.3570  0.21
H9 -0.0338 1.4619 -0.2226  0.20
H10 1.1414 -0.3138 -1.3771  0.15
H11 3.0661 0.5659 0.8026  0.22
H12 2.4128 1.7613 -0.3334  0.22
H13 3.3772 0.4104 -0.9446  0.21
H14 2.3042 -1.8360 -0.0419  0.47

Calculated values
structure (SMILES)	CC(C)C[C@@H](C)O
total energy	-8496.737	eV
spin multiplicity	1
HOMO energy	-10.259	eV
charge	0
Kohn-Sham gap	11.223	eV
molecular weight	102.18	g mol⁻¹

DFT (wB97M-V/def2-TZVPD) results for a single C6H14O molecule.

Last column: natural (NBO) charge in e.
Cartesian coordinates (Å):
C1 0.5398 2.0575 -1.1199  -0.60
C2 1.0811 0.7118 -1.5644  -0.40
C3 -0.0048 -0.3886 -1.5487  -0.39
C4 -0.0870 -1.2033 -0.2519  -0.41
C5 -1.1035 -0.6667 0.7691  -0.43
C6 -0.5420 -0.3833 2.1587  -0.06
O1 0.4841 -1.3278 2.5093  -0.74
H1 1.3015 2.8263 -1.0353  0.21
H2 -0.2847 2.4109 -1.7418  0.20
H3 0.1471 1.9593 -0.1011  0.19
H4 1.8548 0.4418 -0.8525  0.20
H5 1.5371 0.7582 -2.5470  0.20
H6 -0.9761 0.0474 -1.7694  0.19
H7 0.1567 -1.0519 -2.4079  0.20
H8 -0.2771 -2.2414 -0.4837  0.21
H9 0.9039 -1.2429 0.2074  0.22
H10 -1.6467 0.2083 0.3891  0.21
H11 -1.9152 -1.4003 0.8833  0.20
H12 -1.3051 -0.3985 2.9501  0.17
H13 -0.1124 0.6150 2.1957  0.16
H14 0.2487 -1.7316 3.3610  0.47

Calculated values
structure (SMILES)	CCCCCCO
total energy	-8496.040	eV
spin multiplicity	1
HOMO energy	-10.205	eV
charge	0
Kohn-Sham gap	11.149	eV
molecular weight	102.18	g mol⁻¹

DFT (wB97M-V/def2-TZVPD) results for 2 unconnected molecules or ions with the total composition C6H14O.

Last column: natural (NBO) charge in e.
Cartesian coordinates (Å):
C1 -0.1010 2.4474 -0.9984  -0.87
C2 0.3495 0.5792 1.2755  0.22
C3 1.5508 0.6749 2.1227  -0.79
C4 0.4532 -0.5448 0.2987  -0.62
C5 -0.8782 -0.9704 -0.3083  0.10
C6 -0.7360 -2.0648 -1.3505  -0.63
O1 -1.6780 -1.4337 0.7652  -0.71
H1 -0.4609 3.4705 -1.0049  0.21
H2 -0.6738 1.8714 -1.7231  0.20
H3 0.9287 2.4728 -1.3682  0.21
H4 -0.2800 2.0330 0.0111  0.25
H5 1.7010 1.6482 2.6018  0.23
H6 2.5001 0.2671 1.7376  0.19
H7 1.2128 -0.0050 2.9306  0.28
H8 0.9420 -1.4231 0.7556  0.22
H9 1.1395 -0.1997 -0.4980  0.25
H10 -1.3422 -0.0956 -0.7848  0.16
H11 -0.2821 -2.9496 -0.8935  0.21
H12 -0.1168 -1.7095 -2.1798  0.21
H13 -1.7184 -2.3534 -1.7497  0.20
H14 -2.5102 -1.7147 0.3603  0.46

Calculated values
total energy	-8492.734	eV
spin multiplicity	1
HOMO energy	-8.011	eV
charge	0
Kohn-Sham gap	8.464	eV
molecular weight	102.18	g mol⁻¹

DFT (wB97M-V/def2-TZVPD) results for 2 unconnected molecules or ions with the total composition C6H14O.

Last column: natural (NBO) charge in e.
Cartesian coordinates (Å):
C1 1.3927 1.5572 -1.3081  -0.65
C2 0.9633 0.6431 -0.1733  -0.24
C3 -0.1205 -0.1572 -0.2618  0.06
C4 -1.3379 0.2278 -1.0816  -0.67
C5 -0.3163 -1.3995 0.6109  -0.43
C6 0.0609 -2.6506 -0.1410  -0.60
H1 1.4813 0.8820 -2.1628  0.22
H2 0.6410 2.2794 -1.6268  0.21
H3 2.3340 2.0568 -1.1129  0.22
H4 1.4545 0.6714 0.7931  0.19
H5 -1.9047 -0.5268 -1.6237  0.22
H6 -1.0063 0.9795 -1.8013  0.21
H7 -2.0300 0.7834 -0.4420  0.23
H8 -1.3719 -1.3591 0.8779  0.20
H9 0.3020 -1.1990 1.4900  0.20
H10 0.0404 -3.4860 0.5709  0.21
H11 1.1059 -2.6204 -0.4533  0.21
H12 -0.5768 -2.8798 -0.9849  0.21
O1 -0.7438 2.1621 2.9586  -0.94
H13 -0.1325 2.0839 3.6931  0.47
H14 -0.2353 1.9518 2.1791  0.47

Calculated values
structure (SMILES)	C/C=C(\C)CC.O
total energy	-8495.440	eV
spin multiplicity	1
HOMO energy	-8.602	eV
charge	0
Kohn-Sham gap	9.381	eV
molecular weight	102.18	g mol⁻¹

DFT (wB97M-V/def2-TZVPD) results for 2 unconnected molecules or ions with the total composition C6H14O.

Last column: natural (NBO) charge in e.
Cartesian coordinates (Å):
C1 1.8309 1.4588 0.9454  -0.60
C2 0.5832 0.5904 0.7808  -0.21
C3 0.6043 -0.6087 1.7293  -0.61
C4 0.4221 0.0488 -0.6509  -0.49
C5 -0.9786 0.0819 -1.1238  0.09
C6 -1.3520 -0.8992 -2.1777  -0.70
O1 -2.4147 -0.6969 1.0558  -0.67
H1 1.9653 1.7285 1.9987  0.21
H2 1.7555 2.3925 0.3745  0.20
H3 2.7381 0.9353 0.6180  0.20
H4 -0.2959 1.2099 0.9980  0.21
H5 0.5587 -0.2701 2.7671  0.21
H6 1.5473 -1.1502 1.5754  0.19
H7 -0.2440 -1.2857 1.5716  0.24
H8 0.8223 -0.9702 -0.7357  0.21
H9 0.9927 0.6484 -1.3917  0.23
H10 -1.4171 1.0811 -1.1808  0.19
H11 -1.2467 -1.9112 -1.7797  0.24
H12 -0.6172 -0.8219 -3.0016  0.23
H13 -2.3455 -0.7488 -2.6012  0.22
H14 -2.9087 -0.8129 0.2285  0.42

Calculated values
total energy	-8492.831	eV
spin multiplicity	1
HOMO energy (spin up / spin down)	-10.663 / -8.314	eV
charge	0
Kohn-Sham gap (spin up / spin down)	10.654 / 7.179	eV
molecular weight	102.18	g mol⁻¹